<A>
C5H5Cl | ωB97M-V with the def2-TZVPD basis set

XYZ file:
```
11
C5H5Cl, DFT ωB97M-V with the def2-TZVPD basis set
C -0.89 -1.01 2.87
C -0.53 -1.32 1.75
C 0.97 1.37 -1.13
C -0.45 -1.82 0.50
C -0.05 0.68 -1.64
Cl -1.17 1.42 -2.70
H -0.80 -0.69 3.89
H 1.75 0.99 -0.44
H 1.16 2.49 -1.40
H 0.27 -1.73 -0.29
H -0.26 -0.37 -1.41
```

The orbital gap (alpha / beta) comes out at 0.2701 / 0.2705 Ha. The charge is 0. The value obtained for the HOMO energy (alpha / beta) is -0.3209 / -0.3204 Ha.

Mulliken population analysis, charges in e, atoms 1 to 2:
1. C -0.174
2. C 0.198

---

<B>
C5H5Cl | ωB97M-V with the def2-TZVPD basis set

XYZ file:
```
11
C5H5Cl, DFT ωB97M-V with the def2-TZVPD basis set
C -2.62 -2.09 -0.18
C -3.39 -1.19 0.14
C 0.20 1.04 -0.20
C 1.31 0.59 0.36
C -3.85 0.03 0.70
Cl -5.15 0.66 -0.14
H -2.22 -2.85 -0.77
H -0.85 0.82 0.24
H 0.19 1.54 -1.07
H 1.33 -0.05 1.31
H 2.23 0.71 -0.06
```

The orbital gap comes out at 0.2798 Ha. The charge is 0. The value obtained for the HOMO energy is -0.3345 Ha.

Mulliken population analysis, charges in e, atoms 1 to 2:
1. C -0.189
2. C 0.120

---

In terms of stability, <B> leads; the second structure lies 0.0089 hartree higher.